ORCA calculation (wB97M-V/def2-TZVPD) on 12 unconnected molecules or ions with the total composition C41H70Cl6F16O9 in a non-equilibrium geometry.

Last column: Mulliken charge in e.
CARTESIAN COORDINATES (ANGSTROEM)
C -2.422 1.903 -6.117  -1.121
C -1.554 0.708 -5.673  0.971
C -2.431 -0.419 -5.100  -0.059
F -1.683 -1.393 -4.517  -0.271
F -3.418 -0.128 -4.153  -0.169
F -0.960 0.189 -6.751  -0.330
F -0.659 1.125 -4.777  -0.208
O -3.245 2.392 -5.107  -0.300
C -4.022 3.600 -5.387  0.691
C -5.054 3.818 -4.267  0.860
F -5.797 4.877 -4.511  -0.280
F -5.820 2.764 -3.938  -0.228
F -3.085 4.579 -5.583  -0.275
F -4.616 3.389 -6.552  -0.306
H -2.989 1.692 -7.023  0.428
H -1.906 2.784 -6.500  0.553
H -2.980 -0.763 -5.977  0.275
H -4.505 4.039 -3.352  -0.312
C 0.174 0.170 0.402  -0.738
C 0.864 -1.178 0.032  1.376
C -0.088 -2.349 0.427  0.408
F -0.528 -2.253 1.677  -0.083
F -1.145 -2.435 -0.354  -0.291
F 0.981 -1.242 -1.308  -0.239
F 2.121 -1.283 0.552  0.019
O 0.716 1.202 -0.449  -0.181
C -0.106 1.894 -1.374  0.593
C 0.841 2.767 -2.229  0.158
F 0.192 3.744 -2.849  -0.222
F 1.939 3.307 -1.528  -0.250
F -0.809 1.037 -2.113  -0.162
F -0.929 2.661 -0.666  -0.119
H 0.414 0.310 1.456  -0.201
H -0.907 0.048 0.330  0.442
H 0.486 -3.275 0.375  -0.766
H 1.339 2.189 -3.008  0.063
C 3.594 -2.352 2.903  0.427
C 4.762 -2.478 3.838  -0.552
C 4.801 -3.952 4.280  -0.450
O 3.462 -4.425 3.756  -0.531
C 2.594 -3.363 3.344  0.463
H 3.952 -2.611 1.907  0.002
H 3.329 -1.294 2.902  0.109
H 4.646 -1.913 4.763  0.268
H 5.692 -2.167 3.362  0.133
H 4.767 -4.156 5.350  0.232
H 5.585 -4.546 3.811  0.260
H 1.979 -3.091 4.202  -0.205
H 1.891 -3.805 2.637  -0.073
C 0.963 0.014 5.634  0.017
C 0.184 -0.970 6.443  -0.929
C -0.983 -1.409 5.518  -0.064
O -1.242 -0.193 4.745  -0.425
C -0.070 0.646 4.778  0.207
H 1.654 -0.577 5.032  -0.257
H 1.348 0.735 6.354  0.352
H -0.252 -0.424 7.279  0.371
H 0.786 -1.731 6.940  0.397
H -1.855 -1.910 5.937  0.454
H -0.601 -2.170 4.837  -0.136
H -0.442 1.621 5.093  0.213
H 0.399 0.707 3.796  -0.182
C -5.956 1.464 -0.657  -0.581
C -5.745 2.575 0.316  -0.494
C -4.366 3.017 0.038  -0.136
O -3.641 1.850 -0.350  -0.152
C -4.535 0.874 -1.009  0.000
H -6.557 1.721 -1.530  0.318
H -6.439 0.700 -0.047  0.330
H -5.740 2.353 1.383  0.246
H -6.401 3.421 0.114  0.290
H -3.826 3.371 0.916  0.318
H -4.181 3.739 -0.758  -0.117
H -4.429 -0.001 -0.367  0.128
H -4.492 0.749 -2.091  -0.088
C -3.811 -2.484 2.568  0.429
C -4.435 -1.078 2.792  -0.194
C -4.876 -1.096 4.251  -0.410
O -5.211 -2.450 4.545  -0.479
C -4.540 -3.345 3.681  -0.604
H -2.768 -2.495 2.883  -0.486
H -3.999 -2.773 1.534  0.421
H -5.330 -0.838 2.218  0.062
H -3.682 -0.359 2.471  0.266
H -5.763 -0.478 4.391  0.371
H -3.960 -0.799 4.761  0.049
H -5.319 -3.941 3.204  0.326
H -3.714 -3.867 4.164  0.305
C 5.336 0.098 0.382  0.822
C 6.600 0.188 1.157  -0.518
C 7.658 0.675 0.189  -0.520
O 6.970 1.270 -0.837  -0.434
C 5.592 1.315 -0.551  -0.699
H 4.453 0.039 1.018  -0.115
H 5.255 -0.766 -0.277  -0.302
H 6.912 -0.812 1.458  0.187
H 6.537 0.877 1.999  0.304
H 8.234 -0.133 -0.261  0.298
H 8.299 1.410 0.676  0.271
H 4.945 1.505 -1.407  0.361
H 5.492 2.285 -0.063  0.300
C 3.531 3.354 -7.131  -0.498
C 3.866 3.238 -5.661  -0.341
C 3.606 4.602 -5.042  -0.009
O 3.062 5.307 -6.161  -0.450
C 3.551 4.846 -7.352  -0.429
H 2.518 2.955 -7.187  0.110
H 4.086 2.775 -7.869  0.379
H 4.909 2.935 -5.572  0.299
H 3.240 2.483 -5.185  0.117
H 4.507 5.123 -4.718  0.310
H 2.904 4.443 -4.224  -0.101
H 4.570 5.218 -7.457  0.283
H 2.953 5.075 -8.234  0.347
C -1.668 -7.178 3.552  -0.532
C -2.458 -6.790 2.296  -0.560
C -1.496 -5.888 1.453  0.180
O -0.273 -5.960 2.179  -0.273
C -0.229 -7.090 3.051  -0.569
H -2.042 -8.072 4.051  0.408
H -1.738 -6.435 4.347  0.187
H -3.408 -6.293 2.493  0.256
H -2.507 -7.698 1.694  0.319
H -1.919 -4.884 1.443  -0.250
H -1.423 -6.235 0.422  0.280
H 0.466 -6.924 3.874  0.312
H 0.110 -8.009 2.570  0.277
C 4.060 -4.198 -1.844  -0.531
Cl 4.512 -2.556 -2.282  -0.102
Cl 2.542 -4.273 -0.885  -0.010
H 3.763 -4.816 -2.692  0.369
H 4.898 -4.655 -1.317  0.289
C 0.840 4.097 1.878  0.731
Cl 0.115 4.087 3.546  -0.196
Cl 1.863 5.585 1.750  -0.186
H 1.393 3.186 1.645  -0.069
H 0.040 4.138 1.140  -0.263
C -2.028 6.441 -1.887  0.276
Cl -1.849 6.278 -0.122  -0.161
Cl -3.696 6.605 -2.340  -0.152
H -1.377 7.225 -2.274  0.411
H -1.713 5.524 -2.385  -0.362

Atoms 1-6, force components in eV/Å:
C -0.2 1.4 -1.7
C -2.1 1.4 1.1
C -1.3 -0.9 0.8
F 0.0 0.5 -0.7
F 1.4 0.5 -1.0
F 0.6 -0.1 -0.4

The calculation puts the total energy at -6640.12425 a.u. Its SMILES is FC(F)C(F)(F)COC(F)(F)C(F)F.FC(F)C(F)(F)COC(F)(F)C(F)F.C1CCOC1.C1CCOC1.C1CCOC1.C1CCOC1.C1CCOC1.C1CCOC1.C1CCOC1.ClCCl.ClCCl.ClCCl. The LUMO energy comes out at 0.41 eV.